Formula: C3H14N3O
Source: the OMol25 dataset
Level of theory: ωB97M-V/def2-TZVPD

```
! RIJCOSX wB97M-V def2-TZVPD def2/J DEFGRID3
* xyz 1 1
N -1.144 -0.500 1.453
C -0.873 -1.286 0.202
C 0.554 -1.841 0.248
N 0.614 -2.900 -0.786
H -0.970 -1.083 2.252
H -0.549 0.372 1.530
H -2.102 -0.238 1.520
H -1.617 -2.103 0.192
H -0.991 -0.582 -0.643
H 1.290 -1.018 0.166
H 0.766 -2.329 1.218
H -0.037 -2.693 -1.544
H 1.500 -2.891 -1.289
N 1.411 1.785 -0.710
C 0.294 2.488 -0.058
O -0.332 3.427 -0.931
H 1.078 1.099 -1.421
H 1.992 2.491 -1.166
H -0.481 1.781 0.280
H 0.699 3.028 0.814
H -1.101 2.993 -1.328
*
```

Properties
Frontier orbital gap, eV: 9.4
Energy relative to the best compared isomer or geometry (same formula, charge and spin), kJ/mol: 121.1
Molar mass, g mol⁻¹: 108.2
HOMO level, eV: -13.23

=====

Formula: C3H14N4
Source: the OMol25 dataset
Level of theory: ωB97M-V/def2-TZVPD

```
! RIJCOSX wB97M-V def2-TZVPD def2/J DEFGRID3
* xyz 0 1
C 0.675 1.554 -0.834
N -0.198 0.402 -0.631
N -0.956 0.376 -2.717
N -1.382 0.599 0.107
H -1.417 -0.060 0.878
H -2.181 0.461 -0.500
H -1.421 1.288 -2.711
H -1.737 -0.285 -2.640
H 1.353 1.322 -1.651
H 1.250 1.749 0.068
H 0.063 2.410 -1.114
C 0.568 -1.952 0.689
C 0.793 -0.052 2.094
N 0.992 -0.578 0.769
H -0.071 -0.451 -1.261
H 1.193 -2.592 1.331
H 1.502 -0.517 2.798
H -0.478 -2.126 1.015
H 0.682 -2.337 -0.330
H -0.215 -0.235 2.518
H 0.982 1.024 2.122
*
```

Properties
Frontier orbital gap (spin up / spin down), eV: 8.8 / 7.4
Energy relative to the best compared isomer or geometry (same formula, charge and spin), kJ/mol: 556.2
Molar mass, g mol⁻¹: 106.2
HOMO level (spin up / spin down), eV: -7.99 / -7.16

=====

Formula: C3H14NO2
Source: the OMol25 dataset
Level of theory: ωB97M-V/def2-TZVPD

```
! RIJCOSX wB97M-V def2-TZVPD def2/J DEFGRID3
* xyz 1 1
C -1.131 0.379 -0.443
C 0.287 0.722 -0.939
C 0.154 1.395 -2.373
N -0.999 -0.359 0.944
H -1.838 1.167 -0.202
H -1.646 -0.330 -1.135
H 1.000 -0.117 -1.169
H 0.770 1.424 -0.242
H -0.474 0.842 -3.077
H -0.263 2.303 -2.174
H 1.151 1.613 -2.859
H -0.519 -1.304 0.781
H -0.237 -0.086 1.650
H -1.898 -0.535 1.523
H 1.086 1.356 3.500
H 1.803 0.998 2.123
O 0.949 0.877 2.624
H 0.040 -3.302 -0.912
H 1.322 -2.690 -0.072
O 0.406 -2.603 -0.351
*
```

Properties
Frontier orbital gap, eV: 12.3
Energy relative to the best compared isomer or geometry (same formula, charge and spin), kJ/mol: 112.4
Molar mass, g mol⁻¹: 96.1
HOMO level, eV: -15.34

=====

Formula: C3H14NO2S
Source: the OMol25 dataset
Level of theory: ωB97M-V/def2-TZVPD

```
! RIJCOSX wB97M-V def2-TZVPD def2/J DEFGRID3
* xyz 1 1
C 1.343 -1.809 -0.136
C 0.870 -0.527 -0.768
C -0.492 -0.689 -1.410
S -0.797 0.693 -2.572
N 0.757 0.530 0.310
H 1.270 -2.621 -0.845
H 0.703 -2.147 0.680
H 2.362 -1.797 0.248
H 1.554 -0.141 -1.508
H -0.566 -1.635 -1.925
H -1.289 -0.664 -0.673
H -1.945 0.219 -3.064
H 0.208 1.353 0.029
H 0.293 0.140 1.142
H 1.693 0.840 0.579
H -0.237 0.494 3.256
H -0.824 -0.916 3.171
O -0.785 -0.079 2.689
H -1.073 3.386 -0.275
H -1.897 2.793 0.824
O -1.150 2.577 0.249
*
```

Properties
Frontier orbital gap, eV: 9.6
Energy relative to the best compared isomer or geometry (same formula, charge and spin), kJ/mol: 1.5
Molar mass, g mol⁻¹: 128.2
HOMO level, eV: -12.58

=====

Formula: C3H14NO3
Source: the OMol25 dataset
Level of theory: ωB97M-V/def2-TZVPD

```
! RIJCOSX wB97M-V def2-TZVPD def2/J DEFGRID3
* xyz 1 1
C -1.466 2.334 1.775
C -0.409 1.364 1.208
C -2.217 -0.056 0.547
N -1.020 0.281 0.321
H -1.883 2.191 2.787
H -1.092 3.377 1.760
H -2.292 2.375 1.050
H 0.386 1.858 0.648
H 0.042 0.843 2.080
H -2.613 -0.908 -0.005
H -2.885 0.403 1.311
H -0.320 -0.215 -0.238
H 1.939 -1.601 0.793
H 1.956 -1.139 -0.714
O 1.730 -0.871 0.204
H 0.801 -2.821 -2.407
H -0.628 -3.056 -2.990
O -0.083 -3.138 -2.202
H 3.104 0.003 -2.608
H 3.771 -0.470 -1.303
O 3.179 -0.752 -2.015
*
```

Properties
Frontier orbital gap, eV: 10.0
Energy relative to the best compared isomer or geometry (same formula, charge and spin), kJ/mol: 140.0
Molar mass, g mol⁻¹: 112.1
HOMO level, eV: -14.54

=====

Formula: C3H14NO3
Source: the OMol25 dataset
Level of theory: ωB97M-V/def2-TZVPD

```
! RIJCOSX wB97M-V def2-TZVPD def2/J DEFGRID3
* xyz 1 1
C 0.740 -0.729 -1.499
C 0.745 -1.816 -0.458
C 1.320 -1.398 0.893
O 0.413 -0.548 1.599
N -0.149 0.458 -1.110
H 0.365 -1.117 -2.447
H 1.757 -0.339 -1.659
H -0.227 -2.299 -0.318
H 1.420 -2.562 -0.921
H 1.532 -2.355 1.394
H 2.196 -0.682 0.696
H 0.470 -0.676 2.550
H 0.365 1.002 -0.377
H -1.112 0.248 -0.854
H -0.221 1.094 -1.900
H -0.671 3.230 -0.025
H -0.542 2.647 1.439
O -0.098 2.763 0.594
H -3.300 0.452 0.884
H -2.399 1.669 1.067
O -2.605 0.961 0.454
*
```

Properties
Frontier orbital gap, eV: 11.1
Energy relative to the best compared isomer or geometry (same formula, charge and spin), kJ/mol: 58.0
Molar mass, g mol⁻¹: 112.1
HOMO level, eV: -14.19

=====

Formula: C3H14NO3S
Source: the OMol25 dataset
Level of theory: ωB97M-V/def2-TZVPD

```
! RIJCOSX wB97M-V def2-TZVPD def2/J DEFGRID3
* xyz -1 1
C 0.283 -1.792 -0.342
C -0.078 -0.415 -0.705
C -1.570 -0.235 -1.031
S -2.041 1.558 -1.108
N 0.469 0.592 0.320
H -0.129 -1.932 0.736
H 1.436 -1.740 -0.067
H 0.255 -2.574 -0.997
H 0.498 -0.216 -1.703
H -1.734 -0.643 -2.071
H -2.320 -0.678 -0.330
H 0.204 1.607 0.141
H -0.048 0.342 1.191
H 2.279 1.011 -2.388
H 2.016 1.518 -1.028
O 2.346 1.774 -1.845
H -3.108 0.677 0.620
H -2.677 0.682 1.950
O -3.272 0.227 1.464
H 2.800 0.443 1.902
H 1.723 -0.078 2.640
O 2.670 -0.129 2.652
*
```

Properties
Frontier orbital gap, eV: 6.7
Energy relative to the best compared isomer or geometry (same formula, charge and spin), kJ/mol: 195.4
Molar mass, g mol⁻¹: 144.2
HOMO level, eV: -3.20

=====

Formula: C3H14NO3S
Source: the OMol25 dataset
Level of theory: ωB97M-V/def2-TZVPD

```
! RIJCOSX wB97M-V def2-TZVPD def2/J DEFGRID3
* xyz 0 2
C -1.433 -0.055 -0.949
C -2.567 0.374 -0.093
S -2.249 0.452 1.731
C -0.120 0.568 -0.700
N 0.851 0.252 -1.703
H -1.286 -1.142 -0.972
H -1.700 0.264 -1.927
H -2.928 1.420 -0.315
H -3.429 -0.172 -0.417
H -0.275 1.653 -0.658
H 0.271 0.218 0.258
H 1.663 0.722 -1.408
H 0.632 0.505 -2.623
H -0.330 0.286 2.297
H 0.861 0.476 3.314
O 0.709 0.407 2.353
H 2.488 -0.794 0.415
H 2.363 0.178 1.575
O 2.968 -0.142 0.843
H 1.343 -1.472 -1.010
H 0.890 -1.813 0.394
O 1.277 -2.186 -0.407
*
```

Properties
Frontier orbital gap (spin up / spin down), eV: 10.3 / 7.1
Energy relative to the best compared isomer or geometry (same formula, charge and spin), kJ/mol: 52.0
Molar mass, g mol⁻¹: 144.2
HOMO level (spin up / spin down), eV: -9.86 / -9.86

=====

Formula: C3H14NO4
Source: the OMol25 dataset
Level of theory: ωB97M-V/def2-TZVPD

```
! RIJCOSX wB97M-V def2-TZVPD def2/J DEFGRID3
* xyz -1 1
C 0.707 -0.741 -1.280
N 0.942 -0.183 0.064
C -0.384 -0.299 0.773
O -1.427 0.199 0.118
C 1.988 -1.415 -1.758
H -0.004 -1.549 -1.193
H 0.417 0.090 -1.855
H 1.185 0.824 0.114
H -0.249 0.322 1.728
H -0.498 -1.392 1.125
H 2.266 -2.342 -1.062
H 2.751 -0.675 -1.734
H 1.591 -1.798 -2.778
H 2.803 -0.571 2.725
H 1.872 -0.089 1.113
O 2.635 0.056 2.010
H -0.731 1.441 -0.747
H -0.933 2.930 -1.113
O -0.198 2.301 -1.118
H -4.282 0.426 1.402
H -3.030 -0.036 0.589
O -3.964 -0.253 0.844
*
```

Properties
Frontier orbital gap, eV: 8.2
Energy relative to the best compared isomer or geometry (same formula, charge and spin), kJ/mol: 200.2
Molar mass, g mol⁻¹: 128.1
HOMO level, eV: -4.35

=====

Formula: C3H14NO4
Source: the OMol25 dataset
Level of theory: ωB97M-V/def2-TZVPD

```
! RIJCOSX wB97M-V def2-TZVPD def2/J DEFGRID3
* xyz -1 1
C 1.644 -1.181 0.683
O 1.758 0.125 0.473
C 0.219 -1.555 1.366
C -0.116 -0.633 2.606
N -1.086 -1.562 0.578
H 2.440 -1.625 1.259
H 1.731 -1.900 -0.296
H 0.183 -2.702 1.690
H 0.651 -0.206 3.369
H -0.867 -0.054 2.008
H -0.796 -1.058 3.372
H -1.214 -0.614 0.147
H -0.949 -2.281 -0.051
H -0.687 1.855 0.180
H 0.566 1.117 -0.100
O -0.305 1.424 -0.585
H 1.605 0.494 -2.928
H 0.302 -0.475 -3.107
O 1.139 -0.156 -3.545
H -3.012 2.074 -1.247
H -1.855 2.655 -0.428
O -2.716 2.840 -0.823
*
```

Properties
Frontier orbital gap, eV: 7.2
Energy relative to the best compared isomer or geometry (same formula, charge and spin), kJ/mol: 279.6
Molar mass, g mol⁻¹: 128.1
HOMO level, eV: -3.59

=====

Formula: C3H14NO4
Source: the OMol25 dataset
Level of theory: ωB97M-V/def2-TZVPD

```
! RIJCOSX wB97M-V def2-TZVPD def2/J DEFGRID3
* xyz 2 2
C 0.608 1.408 0.417
O -0.210 1.144 1.501
C 0.356 0.224 -0.625
C 1.298 0.387 -1.801
O 2.561 -0.242 -1.689
N 0.331 -1.123 -0.006
H 1.564 1.494 0.944
H 0.266 2.339 -0.066
H -1.198 1.148 1.364
H -0.620 0.534 -1.021
H 0.829 -0.111 -2.656
H 1.556 1.426 -2.023
H 3.129 0.153 -1.012
H 1.196 -1.672 -0.139
H 0.114 -1.158 1.003
H -0.391 -1.742 -0.400
H -0.702 -2.759 2.966
H -1.018 -3.574 1.691
O -0.713 -2.707 2.004
H -3.048 2.346 -0.416
H -3.307 0.974 0.173
O -2.601 1.510 -0.207
*
```

Properties
Frontier orbital gap (spin up / spin down), eV: 12.3 / 5.2
Energy relative to the best compared isomer or geometry (same formula, charge and spin), kJ/mol: 72.8
Molar mass, g mol⁻¹: 128.1
HOMO level (spin up / spin down), eV: -19.40 / -19.17

=====

Number 9 is which compound?
C3H14NO4

=====

Among the records above, which one has the lowest energy relative to the best compared isomer or geometry (same formula, charge and spin)?
C3H14NO2S

=====

Among the records above, which one has the lowest energy relative to the best compared isomer or geometry (same formula, charge and spin)?
C3H14NO2S

=====

Which value of molar mass does entry 7 give?
144.2 g mol⁻¹